1.
Here is C22H32AsN3O4RuS2SbSe4 as an isolated structure from the Open Molecules 2025 dataset. Energies are from ωB97M-V/def2-TZVPD.

Element x y z (Å)
1 Ru 0.1002 -0.6736 -0.5937
2 C 1.6884 0.6622 5.6231
3 C 2.0483 0.1720 4.2441
4 C 2.9373 0.8823 3.4422
5 C 3.1794 0.4967 2.1351
6 C 2.5582 -0.6337 1.6209
7 C 1.7110 -1.3781 2.4205
8 C 1.4590 -0.9742 3.7246
9 S 2.6814 -0.9044 -0.1423
10 O 1.8299 -2.1368 -0.3113
11 O 4.0774 -1.0627 -0.4989
12 N 1.9463 0.3372 -0.7340
13 C 2.4746 1.1891 -1.7966
14 C 1.5783 1.1035 -3.0527
15 O 2.0874 1.3890 -4.1405
16 O 0.3810 0.7304 -2.8267
17 H 2.4712 1.3015 6.0314
18 H 1.5252 -0.1726 6.3055
19 H 0.7633 1.2425 5.5823
20 H 3.4160 1.7754 3.8291
21 H 3.8276 1.0782 1.4908
22 H 1.2512 -2.2786 2.0372
23 H 0.7594 -1.5445 4.3257
24 H 3.4971 0.9306 -2.0679
25 H 2.4387 2.2306 -1.4684
26 N -2.4520 -0.0350 2.1581
27 C -1.8306 1.1527 2.0302
28 S -0.3309 1.2408 1.3154
29 N -2.4922 2.2227 2.5559
30 C -2.1417 3.5915 2.4137
31 C -3.1308 4.4772 2.0014
32 C -2.8437 5.8292 1.9030
33 C -1.5781 6.3018 2.2136
34 C -0.5933 5.4100 2.6166
35 C -0.8714 4.0558 2.7261
36 H -2.0536 -0.8143 1.6577
37 H -3.4442 -0.1024 2.3556
38 H -3.4924 2.0836 2.6274
39 H -4.0947 4.0792 1.7148
40 H -3.6123 6.5155 1.5696
41 H -1.3588 7.3594 2.1449
42 H 0.3999 5.7698 2.8527
43 H -0.1080 3.3654 3.0530
44 Se -5.2103 1.7652 0.2028
45 Sb -4.1872 -0.2177 -0.8208
46 Se -1.9464 -0.8992 -1.3537
47 Se -5.6070 -0.2457 -2.8318
48 Se -5.4823 -1.3804 0.9475
49 C -1.3372 -4.1368 -1.0069
50 C -0.2683 -3.8108 -2.0402
51 As 0.0630 -1.9029 -2.4787
52 C -0.9983 -1.8367 -4.1337
53 C -0.3510 -2.5338 -5.3288
54 C 1.8801 -1.8811 -3.2906
55 C 2.5298 -3.2713 -3.4556
56 H -1.2609 -5.1809 -0.6933
57 H -2.3405 -3.9515 -1.3871
58 H -1.2153 -3.5160 -0.1193
59 H -0.4532 -4.3525 -2.9687
60 H 0.6985 -4.1403 -1.6560
61 H -1.1782 -0.7854 -4.3503
62 H -1.9606 -2.3012 -3.9258
63 H 0.6227 -2.1238 -5.5795
64 H -0.9920 -2.4099 -6.2041
65 H -0.2286 -3.6052 -5.1556
66 H 2.5689 -1.2894 -2.7012
67 H 1.8244 -1.3949 -4.2603
68 H 2.8075 -3.6937 -2.4891
69 H 3.4611 -3.1801 -4.0212
70 H 1.9025 -3.9888 -3.9871

Results
Multiplicity: 5
F_max (eV/A): 5.6
LUMO level (spin up / spin down) (eV): 1.012 / -0.031
⟨S²⟩: 6.035
Highest occupied orbital energy (spin up / spin down) (eV): -4.701 / -4.633
Charge: -1

2.
Here is one molecule with the formula C2H7ClNOPS from the Open Molecules 2025 dataset. Energies are from ωB97M-V/def2-TZVPD.

Element x y z (Å)
1 C 1.0782 1.9410 0.7806
2 C 0.2328 0.4927 -0.7940
3 N 0.8628 0.5439 0.4469
4 O 2.6247 -1.4062 0.4174
5 P 1.8024 -0.5512 1.4294
6 S 0.2966 -0.9226 -1.7511
7 Cl 0.2957 -2.1579 1.6179
8 H 1.7586 2.5429 0.2220
9 H 0.0504 2.4126 0.9337
10 H 1.5093 1.9916 1.7561
11 H 0.8997 1.0484 -1.5052
12 H -0.7062 -1.8368 -1.5088
13 H -0.8907 0.7624 -0.6511
14 H 3.5384 -1.2172 0.1641

Results
Multiplicity: 3
F_max (eV/A): 3.9
LUMO level (spin up / spin down) (eV): 0.541 / -3.305
⟨S²⟩: 2.005
Highest occupied orbital energy (spin up / spin down) (eV): -5.186 / -9.079

3.
Here is an isolated ion of composition C5H10NO and charge -1 from the Open Molecules 2025 dataset. Energies are from ωB97M-V/def2-TZVPD.

Element x y z (Å)
1 C 0.4959 -0.9091 1.4884
2 O 1.1312 -1.8491 0.7534
3 C 0.4774 0.5756 1.2125
4 C -0.5850 1.1258 0.3404
5 C -0.4829 0.5534 -1.0121
6 C -0.9712 1.3790 -1.9910
7 N -0.1444 -0.7238 -1.1037
8 H 0.8366 -1.1057 2.5843
9 H -0.5380 -1.3170 1.5923
10 H 1.4673 0.9288 0.8466
11 H 0.3197 0.9764 2.1741
12 H -1.4883 0.8351 0.8599
13 H -0.6339 2.2709 0.5990
14 H -0.6919 1.6147 -2.9495
15 H -1.7370 2.0761 -1.9071
16 H 0.7592 -1.6702 -0.2444
17 H 0.0621 -1.0970 -2.0854

Results
F_max (eV/A): 4.0
LUMO level (eV): 4.300
Highest occupied orbital energy (eV): -1.929
Charge: -1

4.
Here is C35H47AsN3O3S3Si2Y as an isolated structure from the Open Molecules 2025 dataset. Energies are from ωB97M-V/def2-TZVPD.

Element x y z (Å)
1 Y -0.9134 -0.6260 1.2774
2 C -3.5743 1.3291 1.4746
3 N -2.7245 0.9146 2.5934
4 C -1.9610 2.0235 3.1881
5 C -0.8389 1.4571 4.0433
6 N 0.3270 1.2176 3.0990
7 C 0.9884 2.4572 2.6787
8 C 1.2674 0.2378 3.5268
9 C 2.6035 0.5502 3.6644
10 C 3.5192 -0.4419 4.0052
11 C 3.1203 -1.7654 4.1889
12 C 1.7963 -2.0866 3.9636
13 C 0.8544 -1.0836 3.7898
14 S -0.7925 -1.7267 3.8503
15 C -3.4133 0.1260 3.5399
16 C -3.7935 0.6120 4.7705
17 C -4.3456 -0.1858 5.7682
18 C -4.7026 -1.5096 5.4595
19 C -4.4279 -1.9993 4.1636
20 C -3.8114 -1.1978 3.1832
21 S -3.5005 -1.8213 1.6027
22 H -4.6173 1.3850 1.7290
23 H -3.4082 0.6434 0.6386
24 H -3.2070 2.3217 1.0725
25 H -2.6158 2.6929 3.7902
26 H -1.5299 2.5410 2.3390
27 H -1.1501 0.4935 4.4341
28 H -0.5286 2.1734 4.8391
29 H 1.5402 3.0089 3.4860
30 H 0.2367 3.1126 2.2514
31 H 1.6656 2.3156 1.7986
32 H 2.9498 1.5526 3.3937
33 H 4.5815 -0.1862 4.1151
34 H 3.8780 -2.5347 4.4377
35 H 1.4812 -3.1308 3.9800
36 H -3.6394 1.6651 5.0863
37 H -4.3938 0.2011 6.7961
38 H -5.1714 -2.1281 6.2358
39 H -4.6622 -3.0293 3.9491
40 O 0.0125 1.1852 0.0564
41 C -0.2250 1.1802 -1.1491
42 O -1.9350 -0.3940 -0.6671
43 O -1.2904 0.6515 -1.6578
44 N 0.9285 -1.6104 0.2891
45 S 1.2602 -3.1864 0.2711
46 C 2.7790 -3.2380 -0.6601
47 C 3.6701 -2.1405 -0.6395
48 C 4.8383 -2.2001 -1.3909
49 C 5.1344 -3.3144 -2.1582
50 C 4.2473 -4.3687 -2.1948
51 C 3.0557 -4.3346 -1.4523
52 C -0.0369 -3.9658 -0.6200
53 C -0.0973 -3.8337 -2.0451
54 C -1.2153 -4.3009 -2.7478
55 C -2.2010 -4.9745 -2.0771
56 C -2.0861 -5.2174 -0.6935
57 C -1.0251 -4.6896 0.0597
58 H 1.5768 -1.0668 -0.2574
59 H 3.4806 -1.2772 0.0120
60 H 5.5601 -1.3753 -1.3745
61 H 6.0384 -3.3001 -2.7635
62 H 4.4671 -5.2676 -2.7972
63 H 2.3777 -5.1532 -1.4665
64 H 0.6546 -3.2771 -2.5700
65 H -1.2127 -4.1554 -3.8507
66 H -3.1105 -5.3842 -2.5856
67 H -2.7960 -5.8429 -0.1441
68 H -0.9442 -4.8682 1.1277
69 C -0.2537 5.2853 -3.2180
70 Si 1.1971 4.3135 -2.5350
71 C 2.8407 4.6130 -3.4433
72 C 1.1083 4.6624 -0.7238
73 As 1.0661 1.9079 -2.5519
74 Si -0.0843 1.3555 -4.6692
75 C -0.2374 -0.4866 -4.6107
76 C 0.8143 1.8837 -6.2032
77 C -1.8096 2.0520 -4.7162
78 H -0.0426 6.3687 -3.2236
79 H -1.1403 5.2130 -2.5719
80 H -0.5389 5.0265 -4.2319
81 H 3.6514 4.7442 -2.7271
82 H 2.7512 5.5388 -4.0324
83 H 3.0771 3.8107 -4.1079
84 H 0.7252 5.6752 -0.5451
85 H 2.0309 4.5164 -0.1338
86 H 0.4073 3.9408 -0.2914
87 H 0.6147 -0.9569 -5.1223
88 H -1.1108 -0.7524 -5.2008
89 H -0.4282 -0.9776 -3.6142
90 H 1.9033 1.8409 -6.0924
91 H 0.5112 2.9326 -6.4141
92 H 0.5121 1.2264 -6.9942
93 H -2.5027 1.2020 -4.7742
94 H -1.9834 2.7142 -5.5429
95 H -2.0714 2.4921 -3.7651

Results
F_max (eV/A): 2.8
LUMO level (eV): -0.007
Highest occupied orbital energy (eV): -6.169

5.
Here is one molecule with the formula C14H18N4O5S from the Open Molecules 2025 dataset. Energies are from ωB97M-V/def2-TZVPD.

Element x y z (Å)
1 C 1.1395 1.9592 2.5211
2 C 2.4099 1.9487 1.7151
3 O 3.4950 2.2832 2.1009
4 O 2.1731 1.4989 0.4731
5 C 3.3000 1.3391 -0.3845
6 C 2.7761 0.8748 -1.7457
7 N 2.2088 -0.4526 -1.6412
8 C 3.0780 -1.5337 -2.0301
9 C 1.0921 -0.6584 -0.8855
10 C -0.0030 0.2390 -1.0462
11 C -1.2442 0.0852 -0.4828
12 S -2.3693 1.3925 -0.7806
13 C -4.0917 0.9784 -0.2588
14 C -4.6109 -0.2694 -0.9465
15 C -4.2358 0.9520 1.2509
16 C -1.4530 -1.0949 0.2760
17 N -2.4888 -1.5783 0.9227
18 O -2.0900 -2.7221 1.4795
19 N -0.8151 -3.0062 1.2174
20 C -0.3622 -2.0276 0.4644
21 C 0.9294 -1.7785 -0.0530
22 N 2.0008 -2.5422 0.4715
23 O 1.7840 -3.6783 0.8394
24 O 3.0858 -1.9814 0.5820
25 H 1.0441 0.9959 3.0195
26 H 1.1902 2.7359 3.2780
27 H 0.2826 2.1051 1.8701
28 H 3.8345 2.2908 -0.4708
29 H 3.9726 0.5921 0.0511
30 H 3.6012 0.8457 -2.4571
31 H 2.0345 1.5920 -2.1015
32 H 2.5050 -2.4579 -2.1007
33 H 3.9055 -1.6923 -1.3297
34 H 3.4851 -1.3037 -3.0159
35 H 0.1350 1.1049 -1.6716
36 H -4.6068 1.8587 -0.6601
37 H -5.6847 -0.3439 -0.7883
38 H -4.1424 -1.1570 -0.5318
39 H -4.4214 -0.2278 -2.0170
40 H -3.8261 1.8586 1.6910
41 H -5.2907 0.8883 1.5089
42 H -3.7269 0.0875 1.6669

Results
F_max (eV/A): 1.7
LUMO level (eV): -1.035
Highest occupied orbital energy (eV): -8.615

6.
Here is an isolated ion of composition C4H13N2 and charge +2 from the Open Molecules 2025 dataset. Energies are from ωB97M-V/def2-TZVPD.

Element x y z (Å)
1 C 1.3497 0.5640 0.5009
2 N 1.5419 1.2798 1.8476
3 C 0.0266 -0.0884 0.3460
4 N -0.0411 -0.8062 -0.9910
5 C -1.2964 -1.6237 -1.3295
6 C -1.1262 0.9698 0.3430
7 H 1.7017 1.1553 -0.3317
8 H 2.0725 -0.2964 0.4927
9 H 1.5240 2.3768 1.7657
10 H 2.2947 0.8753 2.3710
11 H -0.2735 -0.8413 1.1426
12 H 0.1206 -0.0816 -1.7830
13 H 0.7658 -1.3341 -1.2656
14 H -2.1216 -1.5698 -0.6287
15 H -1.5529 -1.3620 -2.3736
16 H -0.9504 -2.6870 -1.3471
17 H -0.8722 1.5366 1.3158
18 H -1.0455 1.4619 -0.6308
19 H -2.1177 0.4711 0.5557

Results
Multiplicity: 2
F_max (eV/A): 4.7
LUMO level (spin up / spin down) (eV): -7.398 / -13.214
⟨S²⟩: 0.754
Highest occupied orbital energy (spin up / spin down) (eV): -21.052 / -21.039
Charge: +2

7.
Here is one molecule with the formula C19H35Br3F3NO5 from the Open Molecules 2025 dataset. Energies are from ωB97M-V/def2-TZVPD.

Element x y z (Å)
1 C 4.3945 -3.1166 0.3153
2 C 3.0203 -3.6586 -0.0615
3 O 2.2210 -2.6089 -0.5798
4 C 1.1664 -3.0987 -1.4017
5 C 0.1133 -1.9705 -1.5301
6 O 0.1500 -1.2342 -0.3316
7 C -0.6968 -0.1129 -0.2589
8 C -0.8098 0.2022 1.2497
9 O -0.7584 -0.9863 2.0437
10 C 0.1891 -0.8804 3.0772
11 O -1.9486 -0.3100 -0.8566
12 C -2.7915 -1.2279 -0.1700
13 C -3.9075 -0.5854 0.6640
14 Br -4.6128 0.9612 -0.3157
15 C -5.0559 -1.5898 0.7660
16 C -5.8381 -1.4401 2.0859
17 C -0.0588 1.1259 -0.9779
18 C -0.6125 1.2738 -2.4547
19 N -1.8149 2.1057 -2.5408
20 C 1.4556 0.9872 -1.1073
21 C 2.2265 0.9691 0.2238
22 C 3.7147 1.2751 0.1101
23 F 4.3385 0.5723 1.0917
24 Br 4.5248 0.7084 -1.5601
25 C 4.0441 2.7497 0.3754
26 F 3.7435 3.4706 -0.6838
27 F 3.3781 3.2114 1.4046
28 Br 5.9441 3.0463 0.7354
29 O -0.5088 2.2640 -0.2570
30 C 0.1724 3.4716 -0.5045
31 C -0.6863 4.6009 0.0628
32 H 4.3693 -2.0351 0.2567
33 H 5.1842 -3.5393 -0.2925
34 H 4.6052 -3.4017 1.3424
35 H 2.5185 -4.0621 0.8213
36 H 3.1126 -4.4586 -0.8004
37 H 1.6117 -3.2730 -2.3822
38 H 0.7470 -3.9964 -0.9494
39 H -0.8440 -2.4638 -1.6650
40 H 0.3950 -1.3964 -2.4090
41 H -1.7026 0.7794 1.4609
42 H 0.0156 0.8218 1.5608
43 H 1.2056 -0.7967 2.6904
44 H 0.0136 0.0037 3.6960
45 H 0.0954 -1.7450 3.7254
46 H -3.3153 -1.7822 -0.9477
47 H -2.2411 -1.9636 0.4141
48 H -3.5881 -0.3136 1.6594
49 H -5.7321 -1.4852 -0.0689
50 H -4.6612 -2.6059 0.7212
51 H -5.6023 -0.4908 2.5582
52 H -5.5427 -2.2185 2.7794
53 H -6.9090 -1.4488 1.9315
54 H 0.1687 1.7999 -2.9998
55 H -0.7519 0.3105 -2.9274
56 H -1.6220 2.8826 -3.1596
57 H -2.5821 1.5887 -2.9500
58 H 1.8793 1.7403 -1.7599
59 H 1.6902 0.0472 -1.5872
60 H 1.7839 1.6439 0.9440
61 H 2.1779 -0.0495 0.5907
62 H 1.1311 3.5261 0.0094
63 H 0.3888 3.6462 -1.5587
64 H -1.2767 5.0757 -0.7085
65 H -0.0716 5.3223 0.5857
66 H -1.3474 4.1629 0.8051

Results
F_max (eV/A): 1.8
LUMO level (eV): 0.506
Highest occupied orbital energy (eV): -8.969

8.
Here is an isolated ion of composition C22H28NO3 and charge +1 from the Open Molecules 2025 dataset. Energies are from ωB97M-V/def2-TZVPD.

Element x y z (Å)
1 C 2.2625 4.2795 1.1572
2 C 2.6384 3.8801 -0.2603
3 O 3.6078 2.8179 -0.2569
4 C 3.1752 1.5781 -0.2011
5 O 2.0160 1.2370 -0.1794
6 C 4.3483 0.5957 -0.1775
7 C 4.2774 -0.3676 -1.3684
8 C 3.0760 -1.2961 -1.2520
9 N 3.1358 -2.0715 0.0094
10 C 2.0363 -3.0954 0.0964
11 C 0.6703 -2.4729 0.1092
12 C -0.0202 -2.2438 -1.0745
13 C -1.2714 -1.6583 -1.0739
14 C -1.8701 -1.2859 0.1310
15 O -3.0717 -0.7128 0.2567
16 C -3.8558 -0.4520 -0.9015
17 C -5.1617 0.1522 -0.4564
18 C -5.6021 1.3600 -0.9776
19 C -6.8103 1.8971 -0.5671
20 C -7.5799 1.2363 0.3744
21 C -7.1404 0.0342 0.9036
22 C -5.9384 -0.5083 0.4872
23 C -1.1816 -1.5329 1.3267
24 C 0.0620 -2.1168 1.3132
25 C 3.1338 -1.1514 1.1713
26 C 4.3380 -0.2211 1.1206
27 H 1.7611 3.4574 1.6629
28 H 3.1504 4.5564 1.7198
29 H 1.5888 5.1300 1.1234
30 H 1.7559 3.5482 -0.8149
31 H 3.1267 4.7018 -0.7859
32 H 5.2647 1.1864 -0.2341
33 H 4.1978 0.1919 -2.3006
34 H 5.2027 -0.9485 -1.4106
35 H 3.0532 -1.9918 -2.0927
36 H 2.1523 -0.7136 -1.2372
37 H 4.0302 -2.5751 0.0180
38 H 2.1985 -3.6705 1.0107
39 H 2.1431 -3.7616 -0.7624
40 H 0.4133 -2.5395 -2.0191
41 H -1.7748 -1.5014 -2.0138
42 H -4.0433 -1.3934 -1.4385
43 H -3.3237 0.2379 -1.5687
44 H -5.0027 1.8811 -1.7104
45 H -7.1484 2.8348 -0.9816
46 H -8.5204 1.6572 0.6958
47 H -7.7373 -0.4836 1.6392
48 H -5.5925 -1.4452 0.8976
49 H -1.6582 -1.2580 2.2533
50 H 0.5603 -2.3149 2.2509
51 H 3.1505 -1.7423 2.0887
52 H 2.2088 -0.5720 1.1308
53 H 4.3033 0.4440 1.9837
54 H 5.2652 -0.7969 1.1855

Results
F_max (eV/A): 0.9
LUMO level (eV): -2.606
Highest occupied orbital energy (eV): -11.108
Charge: +1

9.
Here is an isolated ion of composition C4H10NO and charge -1 from the Open Molecules 2025 dataset. Energies are from ωB97M-V/def2-TZVPD.

Element x y z (Å)
1 C -1.3767 -0.7122 -0.2261
2 C -0.4108 0.4620 -0.4512
3 N -0.2139 0.7187 -1.8777
4 C 0.9716 0.1273 0.1853
5 C 1.0279 0.0999 1.7237
6 O 0.0261 -0.4968 2.4055
7 H -1.9435 -0.5367 0.6809
8 H -2.1366 -0.6724 -1.0370
9 H -0.9859 -1.7227 -0.1906
10 H -0.8260 1.3628 0.0050
11 H 0.6967 0.4211 -2.2352
12 H -0.8727 0.1947 -2.4528
13 H 1.2042 -0.8457 -0.2645
14 H 1.7578 0.7841 -0.2191
15 H 2.0121 -0.3826 1.9678
16 H 1.0696 1.1984 1.9861

Results
F_max (eV/A): 1.7
LUMO level (eV): 4.298
Highest occupied orbital energy (eV): -2.147
Charge: -1